Entry 1:
The following is a quantum chemistry calculation of a molecular structure, C46H48AsN3Sr, from the Open Molecules 2025 dataset.

```
! wB97M-V def2-TZVPD RIJCOSX def2/J DEFGRID3
* xyz -2 1
Sr 0.79 -0.03 0.40
As 1.58 2.86 2.84
N 2.17 -1.97 -1.33
N 1.12 -3.68 -1.11
N 3.58 2.97 -0.50
C 4.64 3.39 0.15
C 3.42 2.63 3.52
C -0.07 -4.26 -0.71
C 0.82 3.55 4.53
C 1.60 4.77 0.62
C 1.28 -2.44 -0.55
C -1.71 3.30 1.17
C 4.10 0.66 -0.05
C -2.09 -0.22 0.02
C 1.85 -3.77 -2.34
C -2.26 -5.60 0.08
C -2.61 0.56 2.44
C 5.10 1.17 4.48
C 1.99 2.08 -1.47
C -0.84 4.90 5.68
C 2.42 -2.52 -2.52
C -2.68 -1.57 0.07
C -0.43 -4.13 0.66
C -1.48 -0.21 -2.50
C 1.74 4.66 2.01
C -1.61 1.98 0.52
C 1.71 7.18 0.79
C -1.57 0.40 -1.15
C -0.29 4.41 4.49
C 3.82 1.35 3.95
C 4.31 3.70 3.59
C 1.36 3.16 5.77
C 1.94 5.82 2.78
C -0.89 -4.73 -1.72
C -3.35 -6.53 0.49
C 5.24 1.10 0.69
C -2.08 0.75 1.06
C -0.77 2.76 -1.80
C 5.55 2.48 0.76
C 0.27 -3.28 1.66
C -1.28 1.75 -0.85
C -1.53 -4.91 1.06
C 5.98 2.25 4.57
C 0.81 3.66 6.96
C -1.99 -5.49 -1.29
C -0.28 4.53 6.91
C 3.18 1.69 -0.65
C 5.59 3.52 4.13
C 1.54 6.03 0.01
C -0.66 -4.42 -3.16
C 1.96 7.07 2.16
H -1.52 -1.31 -2.43
H 2.16 7.97 2.76
H -3.68 -1.59 -0.40
H -0.71 -3.34 -3.41
H -0.94 3.99 0.79
H 2.17 1.35 -2.50
H -2.32 0.12 -3.13
H -1.47 -4.90 -3.72
H -4.09 -6.57 -0.31
H -2.61 -0.50 2.73
H 1.66 8.16 0.32
H -3.80 -6.20 1.43
H -1.58 3.23 2.25
H 6.43 2.89 1.29
H 5.41 0.18 4.81
H -0.71 4.92 7.84
H -1.79 -4.99 2.13
H 1.24 3.37 7.91
H 0.35 2.72 -1.85
H -3.64 0.92 2.53
H 4.02 4.68 3.21
H -0.70 4.73 3.53
H 1.27 -2.92 1.33
H 3.13 0.51 3.87
H 5.92 0.41 1.27
H -1.05 3.78 -1.49
H 2.93 -1.89 -3.28
H 6.99 2.11 4.97
H -2.70 3.77 0.99
H -2.60 -5.98 -2.05
H -0.32 -2.38 1.95
H -2.05 -2.30 -0.47
H 0.41 -3.83 2.60
H -1.99 1.10 3.17
H 4.80 4.49 0.20
H -2.79 -1.93 1.10
H -1.70 5.57 5.64
H 0.27 -4.82 -3.59
H 2.08 5.75 3.86
H 1.58 3.88 0.00
H 2.21 2.48 5.81
H 2.06 -4.66 -2.92
H 6.27 4.37 4.19
H -1.12 2.57 -2.82
H -2.93 -7.54 0.63
H 3.88 -0.43 -0.07
H 1.38 6.10 -1.06
H -0.54 0.07 -3.00
*
```

LUMO (spin up / spin down) in eV: 4.10 / 4.12
Relative energy (zero: lowest compared OMol25 entry of this formula, charge and spin) in eV: 1.256
Highest occupied orbital energy (spin up / spin down) in eV: 1.187 / 2.165
Energy in eV: -114616.8050

***

Entry 2:
The following is a quantum chemistry calculation of a molecular structure, C46H48BClEuN9O4SbSe4, from the Open Molecules 2025 dataset.

```
! wB97M-V def2-TZVPD RIJCOSX def2/J DEFGRID3
* xyz -2 8
Eu 0.73 0.18 -0.22
Sb -3.64 5.41 0.01
Se -2.47 7.39 -0.92
Se -5.57 4.57 -1.21
Se -3.75 5.14 2.47
Se -1.92 3.92 -0.69
Cl 1.09 3.43 -3.59
O 0.92 2.89 -4.94
O -1.30 0.30 -1.27
O 0.72 2.38 -2.64
O 2.45 3.83 -3.16
N 1.14 -1.87 2.38
N 3.05 -0.13 0.12
N 0.21 -2.03 1.31
N -2.96 0.36 1.24
N 0.29 -1.50 -2.58
N 3.15 -0.85 1.31
N 1.38 1.70 1.64
N -2.36 -0.42 -1.63
N 1.27 0.60 2.53
C 1.24 -2.49 -2.15
C -4.52 0.49 -2.15
C 5.16 -0.27 -2.77
C -3.91 0.44 0.22
C -0.35 -3.24 1.43
C -1.47 -3.92 0.77
C -2.21 -3.38 -4.67
C 1.02 -2.92 3.21
C -6.09 1.28 -0.45
C 0.96 1.12 3.76
C -2.64 -3.31 0.30
C 4.80 2.51 -3.14
C 4.54 0.53 -1.77
C 5.15 -0.93 0.33
C -3.35 -3.08 -3.96
C -2.22 -1.51 -2.50
C 1.79 6.01 0.21
C 1.03 4.18 1.63
C 5.26 1.71 -4.18
C -5.23 0.90 0.55
C 1.09 2.83 2.30
C -5.68 1.19 -1.79
C 0.82 2.51 3.67
C -3.67 -5.52 0.04
C -2.46 -6.12 0.39
C -1.37 -5.34 0.80
C 0.11 -3.80 2.64
C 1.92 4.67 0.66
C 1.73 -3.00 4.54
C -0.18 6.30 1.61
C 4.30 1.91 -1.98
C -0.08 4.99 2.06
C 4.26 -0.12 -0.46
C 4.86 -2.31 2.50
C -2.05 1.47 1.48
C -0.97 -2.00 -3.04
C 0.78 -0.44 -3.45
C -0.99 -2.89 -4.15
C -3.35 -2.28 -2.84
C -3.02 -0.62 2.35
C 4.41 -1.37 1.42
C 5.50 0.34 -3.99
C -3.74 -4.12 -0.07
C 0.88 0.28 5.02
C -3.59 0.10 -1.16
C 0.77 6.81 0.74
B 2.17 -0.66 2.53
H 6.21 -1.06 0.15
H 0.73 7.87 0.49
H 2.23 -2.06 4.82
H 5.37 -1.32 -2.58
H 2.59 4.01 0.18
H -2.03 -1.12 2.44
H -0.78 4.58 2.79
H 0.82 -0.78 4.76
H -5.46 1.04 1.61
H -2.26 -3.92 -5.61
H 1.74 -0.07 -3.10
H -0.42 -5.81 1.13
H -2.43 -7.20 0.35
H 4.79 3.62 -3.21
H -7.08 1.69 -0.21
H -4.57 -6.10 -0.13
H -3.79 -1.41 2.12
H 3.98 -2.79 2.92
H 0.12 0.41 -3.46
H -1.60 1.76 0.49
H 3.75 2.50 -1.21
H 1.74 0.49 5.66
H -1.05 6.87 1.86
H 5.95 -0.25 -4.75
H 1.03 -3.28 5.35
H -0.04 -3.14 -4.65
H -1.31 1.21 2.24
H -0.09 -4.77 3.01
H -4.24 0.35 -3.19
H 1.89 -2.91 -2.97
H 2.45 -3.84 4.46
H -0.02 0.57 5.62
H 0.72 -3.31 -1.62
H 5.48 -1.85 3.31
H 0.90 -0.79 -4.48
H -3.31 -0.16 3.30
H -6.16 1.75 -2.58
H -4.31 -3.48 -4.27
H 5.50 -3.05 1.98
H 2.54 6.37 -0.46
H 1.97 -1.98 -1.46
H -2.73 -2.23 0.25
H 0.51 3.22 4.48
H 2.86 -0.71 3.51
H -2.57 2.40 1.84
H -4.63 -3.65 -0.42
H -4.29 -2.09 -2.30
H 5.50 2.16 -5.14
*
```

Expectation value of S²: 15.7798
LUMO (spin up / spin down) in eV: 3.33 / 1.93
Highest occupied orbital energy (spin up / spin down) in eV: -1.521 / -0.700
Energy in eV: -370525.9612